# 1
{"formula": "C48H52CrN5O2P2SSe4", "method": "ωB97M-V/def2-TZVPD", "e_tot_ev": -381383.58329, "s_squared": 6.013, "orbital_gap_ev": [7.749, 7.728], "charge": 1, "spin_multiplicity": 5, "e_above_lowest_kj_mol": 2.7, "fmax_ha_per_bohr": 0.011, "symbols": ["Cr", "C", "Se", "C", "C", "Se", "C", "H", "H", "H", "H", "H", "H", "H", "H", "H", "H", "Se", "P", "C", "C", "C", "C", "C", "C", "C", "C", "C", "C", "C", "C", "C", "C", "N", "N", "N", "P", "Se", "C", "C", "C", "C", "C", "C", "C", "C", "C", "C", "C", "C", "H", "H", "H", "H", "H", "H", "H", "H", "H", "H", "H", "H", "H", "H", "H", "H", "H", "H", "H", "H", "C", "N", "C", "C", "C", "N", "C", "C", "O", "H", "H", "H", "H", "H", "H", "H", "H", "H", "H", "H", "H", "O", "S", "C", "C", "C", "C", "C", "C", "C", "C", "C", "C", "C", "C", "H", "H", "H", "H", "H", "H", "H", "H", "H", "H"], "xyz": [[-0.238, -0.242, -0.187], [-0.214, 1.939, 3.976], [-0.425, 0.359, 2.868], [1.109, -0.662, 3.510], [2.432, 0.084, 3.509], [3.031, 0.575, 1.718], [4.089, 2.119, 2.246], [-0.173, 1.642, 5.021], [-1.095, 2.555, 3.807], [0.670, 2.509, 3.700], [1.150, -1.546, 2.870], [0.883, -0.999, 4.522], [3.196, -0.542, 3.972], [2.362, 1.000, 4.094], [4.920, 1.820, 2.880], [3.464, 2.846, 2.761], [4.482, 2.568, 1.336], [-5.087, 3.666, 2.749], [-5.132, 3.178, 0.710], [-5.064, 4.565, -0.458], [-5.401, 5.840, -0.031], [-5.372, 6.900, -0.929], [-5.003, 6.685, -2.248], [-4.656, 5.408, -2.675], [-4.681, 4.351, -1.782], [-6.653, 2.271, 0.274], [-7.321, 2.468, -0.934], [-8.534, 1.838, -1.173], [-9.090, 1.003, -0.216], [-8.437, 0.815, 0.996], [-7.234, 1.456, 1.245], [-3.638, 2.273, 0.216], [-3.144, 0.982, 0.037], [-1.809, 1.127, -0.149], [-1.505, 2.410, -0.111], [-2.583, 3.113, 0.104], [-3.736, -0.703, 0.088], [-2.035, -2.035, 0.232], [-4.789, -0.848, 1.533], [-4.512, -0.039, 2.633], [-5.256, -0.181, 3.793], [-6.265, -1.132, 3.857], [-6.529, -1.950, 2.765], [-5.791, -1.813, 1.601], [-4.684, -1.075, -1.405], [-4.071, -1.758, -2.454], [-4.765, -1.992, -3.630], [-6.075, -1.554, -3.762], [-6.692, -0.883, -2.716], [-6.002, -0.639, -1.538], [-5.675, 5.996, 1.005], [-5.633, 7.894, -0.593], [-4.982, 7.513, -2.945], [-4.367, 5.241, -3.706], [-4.397, 3.357, -2.111], [-6.917, 3.131, -1.685], [-9.053, 2.018, -2.106], [-10.039, 0.517, -0.402], [-8.875, 0.185, 1.760], [-6.760, 1.360, 2.214], [-3.736, 0.714, 2.580], [-5.057, 0.462, 4.639], [-6.849, -1.237, 4.762], [-7.312, -2.695, 2.820], [-5.996, -2.454, 0.753], [-3.059, -2.123, -2.334], [-4.286, -2.530, -4.438], [-6.619, -1.743, -4.678], [-7.716, -0.547, -2.810], [-6.497, -0.124, -0.727], [-0.996, 0.454, -3.416], [-0.485, 1.759, -3.054], [-1.145, 2.888, -3.705], [-0.859, 4.187, -2.983], [0.628, 4.256, -2.703], [1.043, 3.091, -1.928], [1.852, 3.338, -0.744], [0.466, 1.895, -2.110], [0.853, 0.895, -1.427], [-1.985, 0.285, -2.980], [-0.318, -0.328, -3.084], [-1.083, 0.391, -4.503], [-2.219, 2.680, -3.714], [-0.814, 2.942, -4.747], [-1.413, 4.232, -2.044], [-1.174, 5.026, -3.602], [0.873, 5.141, -2.118], [1.201, 4.310, -3.634], [1.295, 3.962, -0.042], [2.772, 3.848, -1.032], [2.091, 2.397, -0.262], [1.164, -1.682, -0.016], [2.045, -2.370, -1.055], [3.663, -2.390, -0.337], [4.639, -1.647, -0.981], [5.898, -1.549, -0.403], [6.153, -2.184, 0.802], [5.162, -2.926, 1.438], [3.908, -3.036, 0.868], [1.596, -4.088, -0.908], [0.711, -4.491, 0.078], [0.372, -5.834, 0.159], [0.914, -6.745, -0.737], [1.794, -6.321, -1.725], [2.136, -4.983, -1.820], [4.416, -1.147, -1.915], [6.673, -0.976, -0.893], [7.133, -2.104, 1.254], [5.377, -3.425, 2.374], [3.127, -3.616, 1.345], [0.292, -3.762, 0.760], [-0.320, -6.168, 0.920], [0.645, -7.791, -0.670], [2.209, -7.033, -2.426], [2.818, -4.640, -2.590]], "forces_ev_per_a": [[-0.4746, 0.1958, 0.2242], [0.0499, 0.0888, -0.1182], [-0.0645, -0.1911, -0.0576], [0.0012, -0.0351, 0.0685], [0.0013, -0.0412, 0.0621], [0.0452, 0.0290, -0.0208], [0.0120, 0.0005, 0.0111], [-0.0001, -0.0030, 0.0004], [-0.0197, -0.0209, -0.0046], [0.0174, -0.0185, -0.0274], [-0.0207, 0.0330, -0.0179], [0.0077, 0.0059, 0.0015], [-0.0008, -0.0003, -0.0227], [-0.0018, 0.0258, -0.0210], [-0.0076, -0.0105, 0.0036], [-0.0071, -0.0025, -0.0021], [-0.0045, -0.0138, -0.0062], [0.0476, 0.0781, 0.0771], [-0.1114, -0.0814, -0.0787], [0.0221, -0.0111, 0.0266], [-0.0491, -0.0046, -0.0043], [0.0038, -0.0015, 0.0060], [-0.0026, -0.0143, 0.0178], [-0.0141, 0.0101, 0.0106], [-0.0263, 0.0132, -0.0423], [-0.0009, 0.0017, 0.0635], [0.0200, -0.0225, -0.0172], [0.0197, 0.0049, -0.0301], [0.0256, -0.0152, 0.0265], [0.0103, -0.0166, -0.0462], [-0.0442, 0.0275, 0.0397], [-0.0216, 0.0140, -0.1321], [0.0886, 0.0209, 0.1889], [0.2808, -0.1370, -0.2050], [-0.0113, 0.0305, 0.0050], [0.1178, -0.0112, -0.0043], [-0.0932, -0.0734, 0.0518], [-0.0109, -0.0427, 0.0528], [0.0236, 0.0833, -0.0102], [0.0156, -0.0440, -0.0325], [-0.0269, -0.0591, 0.0401], [0.0471, 0.0368, 0.0114], [-0.0035, -0.0094, -0.0559], [-0.0181, -0.0279, 0.0080], [-0.0174, 0.0298, 0.0056], [0.0108, -0.0151, 0.0076], [-0.0183, -0.0040, -0.0035], [0.0083, 0.0074, -0.0062], [0.0083, 0.0135, 0.0286], [0.0084, -0.0281, 0.0047], [0.0071, 0.0133, 0.0022], [-0.0012, 0.0010, -0.0048], [0.0021, 0.0017, 0.0014], [0.0004, -0.0020, 0.0047], [-0.0072, 0.0255, 0.0002], [0.0347, 0.0222, -0.0204], [0.0035, -0.0070, -0.0045], [-0.0010, 0.0078, 0.0002], [-0.0022, 0.0014, 0.0007], [-0.0039, -0.0036, -0.0448], [-0.0135, -0.0181, 0.0428], [0.0074, 0.0196, -0.0127], [-0.0017, -0.0058, 0.0016], [-0.0006, 0.0038, 0.0002], [-0.0070, 0.0025, -0.0341], [-0.0001, 0.0128, -0.0139], [0.0006, 0.0050, -0.0029], [-0.0030, -0.0038, 0.0027], [-0.0128, 0.0043, 0.0010], [-0.0092, 0.0030, 0.0387], [-0.0055, -0.0528, -0.0056], [0.0182, 0.0205, -0.1221], [-0.0405, -0.0227, -0.0165], [-0.0235, 0.0082, -0.0021], [0.0173, 0.0187, 0.0098], [-0.0063, 0.0249, 0.0290], [-0.0203, -0.0040, -0.0249], [0.1112, 0.0522, 0.1509], [0.0635, 0.0514, -0.1795], [-0.0083, -0.0213, 0.0205], [0.0023, 0.0202, 0.0043], [-0.0129, 0.0245, 0.0073], [0.0080, 0.0025, 0.0123], [-0.0011, -0.0082, -0.0034], [0.0150, -0.0160, 0.0190], [0.0133, 0.0055, -0.0087], [-0.0082, -0.0019, 0.0047], [-0.0049, -0.0156, -0.0092], [-0.0007, 0.0016, 0.0110], [-0.0047, 0.0021, -0.0045], [-0.0022, -0.0007, 0.0024], [0.1035, 0.0156, 0.0921], [-0.0556, 0.0004, 0.0070], [-0.0154, 0.0153, -0.0098], [0.0017, 0.0197, -0.0184], [0.0096, -0.0033, 0.0085], [-0.0046, 0.0010, 0.0035], [0.0281, 0.0054, -0.0194], [-0.0288, -0.0235, 0.0123], [0.0026, 0.0054, 0.0006], [-0.0012, 0.0544, -0.0140], [0.0120, -0.0526, -0.0246], [-0.0166, 0.0128, 0.0254], [0.0034, 0.0165, 0.0010], [0.0196, -0.0243, -0.0216], [-0.0042, 0.0052, 0.0119], [0.0014, -0.0010, 0.0024], [0.0007, -0.0023, -0.0035], [-0.0158, 0.0012, 0.0054], [0.0187, 0.0109, 0.0054], [0.0145, -0.0246, 0.0050], [-0.0024, 0.0084, 0.0034], [0.0006, -0.0011, -0.0011], [0.0021, 0.0008, -0.0022], [0.0020, -0.0076, 0.0008]], "lowdin_spin": [3.7804, 0.0075, 0.0270, 0.0009, 0.0002, 0.0041, 0.0008, 0.0012, 0.0000, 0.0001, 0.0001, 0.0003, 0.0001, 0.0000, 0.0001, 0.0000, 0.0000, 0.0008, 0.0003, 0.0001, 0.0000, 0.0000, 0.0000, 0.0000, 0.0001, 0.0000, 0.0000, 0.0000, 0.0000, 0.0000, 0.0000, 0.0037, 0.0059, -0.0030, 0.0130, 0.0054, 0.0042, 0.0163, 0.0009, 0.0008, -0.0001, 0.0004, 0.0000, 0.0004, 0.0005, 0.0002, 0.0000, -0.0001, 0.0000, 0.0001, 0.0000, 0.0000, 0.0000, 0.0000, 0.0001, 0.0000, 0.0000, 0.0000, 0.0000, 0.0000, 0.0001, 0.0000, 0.0000, 0.0000, 0.0000, 0.0002, 0.0000, 0.0000, 0.0000, 0.0000, 0.0084, 0.0019, 0.0004, 0.0000, 0.0002, 0.0007, 0.0002, 0.0090, 0.0442, 0.0012, 0.0051, 0.0005, 0.0001, 0.0001, 0.0000, 0.0000, 0.0000, 0.0001, 0.0000, 0.0000, 0.0001, 0.0405, 0.0114, 0.0008, 0.0005, 0.0000, 0.0003, 0.0001, 0.0003, 0.0010, -0.0001, 0.0000, -0.0001, 0.0000, 0.0002, 0.0000, 0.0000, 0.0000, 0.0000, 0.0000, -0.0001, 0.0000, 0.0000, 0.0000, 0.0001]}



# 2
{"formula": "C48H52N4NiO2S2", "method": "ωB97M-V/def2-TZVPD", "e_tot_ev": -123390.39357, "s_squared": 3.770, "orbital_gap_ev": [5.201, 5.983], "charge": -1, "spin_multiplicity": 4, "e_above_lowest_kj_mol": 20.4, "fmax_ha_per_bohr": 0.021, "symbols": ["Ni", "C", "C", "C", "C", "C", "C", "C", "C", "C", "C", "C", "C", "N", "C", "C", "C", "C", "C", "C", "C", "N", "C", "C", "C", "C", "C", "C", "C", "C", "C", "C", "C", "C", "H", "H", "H", "H", "H", "H", "H", "H", "H", "H", "H", "H", "H", "H", "H", "H", "H", "H", "H", "H", "H", "H", "H", "H", "H", "H", "H", "H", "H", "H", "H", "H", "H", "H", "H", "H", "H", "H", "H", "C", "C", "C", "C", "C", "C", "C", "S", "O", "O", "N", "C", "C", "C", "C", "C", "C", "C", "C", "N", "C", "H", "H", "H", "H", "H", "H", "H", "H", "H", "H", "H", "H", "H", "S", "C"], "xyz": [[-0.219, 0.049, -0.031], [3.854, 2.465, 0.301], [3.569, 2.930, 1.724], [4.158, 1.948, 2.742], [2.132, 3.333, 2.052], [2.026, 4.489, 2.822], [0.804, 5.009, 3.209], [-0.347, 4.363, 2.813], [-0.303, 3.204, 2.042], [-1.623, 2.576, 1.667], [-2.474, 2.281, 2.907], [-2.360, 3.470, 0.669], [0.939, 2.680, 1.669], [1.019, 1.494, 0.874], [1.481, 0.441, 1.495], [2.066, -0.732, 0.917], [2.786, -1.540, 1.834], [3.686, -2.473, 1.415], [3.879, -2.642, 0.023], [3.157, -1.943, -0.896], [2.149, -1.014, -0.487], [1.276, -0.445, -1.306], [1.412, -0.664, -2.703], [2.293, 0.146, -3.438], [2.474, -0.100, -4.795], [1.784, -1.115, -5.431], [0.897, -1.888, -4.702], [0.690, -1.680, -3.341], [-0.243, -2.594, -2.576], [-1.423, -3.087, -3.411], [0.531, -3.785, -2.005], [3.044, 1.295, -2.800], [4.553, 1.052, -2.789], [2.716, 2.625, -3.482], [4.935, 2.420, 0.146], [3.430, 3.149, -0.434], [3.457, 1.471, 0.111], [4.125, 3.865, 1.849], [3.803, 0.932, 2.573], [3.906, 2.236, 3.763], [5.246, 1.926, 2.650], [2.939, 4.995, 3.115], [0.754, 5.913, 3.803], [-1.314, 4.753, 3.105], [-1.460, 1.617, 1.165], [-2.968, 3.186, 3.270], [-1.861, 1.885, 3.721], [-3.248, 1.557, 2.654], [-2.524, 4.463, 1.095], [-3.322, 3.027, 0.413], [-1.776, 3.588, -0.247], [1.568, 0.476, 2.586], [2.630, -1.367, 2.892], [4.246, -3.064, 2.125], [4.603, -3.369, -0.326], [3.285, -2.128, -1.955], [3.161, 0.522, -5.359], [1.929, -1.299, -6.489], [0.350, -2.675, -5.201], [-0.648, -2.035, -1.730], [-1.109, -3.810, -4.167], [-1.939, -2.265, -3.910], [-2.140, -3.585, -2.761], [1.004, -4.347, -2.816], [-0.145, -4.446, -1.460], [1.308, -3.466, -1.307], [2.704, 1.365, -1.769], [4.955, 1.023, -3.805], [4.795, 0.107, -2.302], [5.064, 1.853, -2.250], [3.005, 2.614, -4.535], [3.251, 3.444, -2.998], [1.649, 2.846, -3.433], [-4.536, -2.207, 6.266], [-3.697, -2.382, 5.030], [-3.783, -3.539, 4.268], [-3.007, -3.707, 3.128], [-2.130, -2.708, 2.748], [-2.035, -1.541, 3.494], [-2.812, -1.383, 4.625], [-1.146, -2.877, 1.275], [-1.610, -4.084, 0.627], [0.239, -2.824, 1.680], [-1.469, -1.540, 0.478], [-2.760, -1.365, -0.088], [-3.515, -2.242, -0.786], [-4.562, -1.812, -1.699], [-4.599, -0.690, -2.459], [-3.523, 0.295, -2.507], [-3.076, 0.873, -3.687], [-1.826, 1.480, -3.734], [-1.012, 1.399, -2.617], [-1.453, 0.907, -1.457], [-2.733, 0.498, -1.357], [-5.482, -2.741, 6.178], [-4.756, -1.155, 6.445], [-4.020, -2.592, 7.149], [-4.482, -4.316, 4.557], [-3.086, -4.597, 2.520], [-1.377, -0.747, 3.165], [-2.753, -0.461, 5.191], [-3.313, -3.305, -0.749], [-5.335, -2.546, -1.908], [-5.387, -0.596, -3.199], [-3.669, 0.781, -4.591], [-1.442, 1.914, -4.647], [0.022, 1.710, -2.640], [-4.688, 0.544, 0.600], [-3.221, 0.034, -0.065]], "forces_ev_per_a": [[-0.8544, -0.0843, -0.6698], [-0.0421, -0.0413, 0.0576], [0.0146, 0.0383, 0.0263], [-0.0074, -0.0439, -0.0159], [-0.0213, 0.0417, -0.0069], [-0.0551, 0.0466, 0.0079], [0.1038, -0.0210, -0.0110], [-0.0778, -0.0499, -0.0329], [-0.0278, 0.0930, 0.0657], [0.0073, -0.0643, -0.0413], [-0.0405, 0.0271, -0.0523], [-0.0328, -0.0651, -0.0163], [0.0158, -0.0369, -0.1056], [-0.0941, -0.2516, 0.1123], [0.7515, 0.1853, 0.2987], [0.1022, -0.0710, 0.3005], [0.0696, -0.0280, -0.0799], [-0.0461, 0.0328, -0.0313], [0.0381, -0.0240, 0.0888], [0.1302, 0.0463, -0.0839], [0.1693, 0.0146, 0.0264], [-0.1099, -0.0301, 0.2213], [0.0879, 0.1080, 0.0558], [0.0028, 0.0585, -0.1075], [-0.0418, 0.0154, -0.0177], [0.0136, 0.0068, 0.0405], [-0.0480, 0.0477, -0.0111], [-0.0523, -0.1463, -0.1563], [-0.0562, 0.0448, 0.0641], [0.0402, 0.0022, -0.0042], [-0.0084, -0.0375, 0.1020], [-0.0695, 0.0088, 0.0902], [0.0223, -0.0033, 0.0222], [0.0294, 0.0046, -0.0370], [0.0062, 0.0245, 0.0088], [-0.0386, 0.0285, -0.0362], [0.0038, -0.0497, 0.0105], [0.0149, -0.0434, 0.0058], [-0.0004, -0.0048, 0.0055], [0.0031, 0.0188, 0.0135], [0.0240, -0.0076, -0.0016], [0.0062, 0.0162, 0.0126], [0.0089, 0.0134, 0.0205], [0.0040, 0.0162, 0.0060], [-0.0004, 0.0779, 0.0983], [0.0217, 0.0142, 0.0274], [0.0240, -0.0467, 0.0080], [-0.0410, 0.0088, -0.0218], [-0.0294, 0.0003, 0.0067], [-0.0565, -0.0373, 0.0000], [0.0215, 0.0108, -0.0098], [0.0645, 0.0541, -0.0385], [0.0009, -0.0067, 0.0080], [0.0018, -0.0225, 0.0051], [0.0148, 0.0000, -0.0006], [0.0234, 0.0049, 0.0421], [0.0040, -0.0065, -0.0064], [0.0034, -0.0047, -0.0017], [-0.0283, -0.0353, -0.0281], [0.0048, -0.0255, -0.0776], [0.0140, -0.0134, -0.0295], [-0.0268, 0.0532, 0.0017], [-0.0077, -0.0251, 0.0212], [0.0220, -0.0183, -0.0167], [-0.0075, 0.0068, -0.0064], [-0.1145, -0.0712, -0.0741], [-0.0376, -0.0027, -0.0543], [-0.0117, -0.0164, -0.0314], [-0.0010, -0.0113, 0.0193], [0.0069, 0.0071, -0.0147], [0.0103, 0.0086, 0.0032], [0.0143, 0.0240, 0.0270], [0.0009, 0.0155, -0.0158], [-0.0153, 0.0050, 0.0167], [0.0236, 0.0271, -0.0105], [-0.0059, -0.0284, -0.0197], [0.0025, 0.0121, 0.0367], [-0.0464, -0.0082, -0.0017], [0.0220, 0.0282, -0.0215], [-0.0221, -0.0316, 0.0232], [0.0010, -0.0193, 0.1372], [0.0500, 0.0150, -0.0102], [-0.0512, -0.0662, 0.0072], [0.1186, 0.1618, -0.1638], [0.0677, 0.0819, 0.1821], [-0.0507, -0.0867, -0.1192], [-0.0145, -0.0419, -0.1285], [0.0643, -0.0548, -0.0333], [-0.0686, -0.0412, -0.0355], [0.0005, -0.0017, -0.0249], [0.0414, -0.0243, 0.0572], [-0.1125, -0.0172, -0.0498], [0.0986, 0.0465, 0.0696], [0.0552, 0.0064, 0.0136], [-0.0069, -0.0067, 0.0011], [-0.0019, 0.0088, -0.0022], [0.0100, -0.0030, 0.0007], [-0.0045, -0.0070, -0.0008], [-0.0039, -0.0272, -0.0229], [0.0014, 0.0112, -0.0138], [0.0010, 0.0107, -0.0007], [0.0422, -0.0184, 0.0219], [-0.0295, 0.0101, 0.0272], [-0.0265, 0.0134, 0.0193], [0.0028, -0.0153, -0.0084], [-0.0019, 0.0082, -0.0122], [0.0299, 0.0204, 0.0081], [0.0015, 0.1348, 0.0992], [-0.0079, 0.1184, -0.0265]], "lowdin_spin": [1.7016, 0.0003, 0.0003, 0.0002, 0.0014, -0.0003, 0.0023, 0.0002, 0.0030, 0.0131, 0.0055, 0.0009, 0.0007, 0.0063, -0.0051, 0.0243, 0.0014, 0.0122, 0.0075, 0.0095, 0.0151, 0.0820, 0.0060, 0.0051, -0.0005, 0.0045, -0.0006, 0.0046, 0.0007, 0.0005, 0.0005, 0.0002, 0.0003, 0.0002, 0.0000, 0.0000, 0.0003, 0.0000, 0.0000, 0.0000, 0.0000, -0.0001, 0.0002, 0.0000, 0.0095, 0.0002, 0.0002, 0.0074, 0.0003, 0.0008, 0.0000, 0.0007, -0.0003, 0.0009, 0.0003, 0.0001, -0.0001, 0.0003, -0.0001, 0.0002, 0.0000, 0.0000, 0.0001, 0.0000, 0.0001, 0.0000, -0.0002, 0.0000, 0.0001, 0.0000, 0.0000, 0.0000, 0.0001, 0.0001, 0.0005, 0.0000, 0.0009, 0.0017, 0.0003, -0.0001, 0.0080, 0.0034, 0.0009, 0.0509, 0.0359, 0.0276, 0.0085, 0.0139, 0.0208, 0.0050, 0.0125, 0.0047, 0.0708, 0.0558, 0.0000, 0.0000, 0.0000, 0.0000, 0.0001, 0.0000, 0.0000, 0.0038, 0.0005, 0.0007, 0.0009, 0.0012, 0.0004, 0.3779, 0.3674]}



- Number 1 is which compound?
  C48H52CrN5O2P2SSe4



- Which formula does entry 1 have?
  C48H52CrN5O2P2SSe4